20
Properties=species:S:1:pos:R:3:nbo_charge:R:1 method="wB97M-V/def2-TZVPD" relative_energy_kj_mol=702.9 lumo_ev=-5.7917 charge=+1
N 0.00 -1.18 0.79 0.002
N -0.93 -1.43 0.02 -0.292
N -3.19 -3.00 0.40 -0.882
C 0.74 2.92 -0.44 -0.615
C 1.24 -0.85 0.28 -0.329
C 0.67 1.39 -0.69 -0.409
C -2.83 -2.27 -0.53 0.602
C 1.45 0.68 0.43 -0.392
H -2.56 -3.14 1.27 0.494
H -0.38 1.09 -0.46 0.180
H 2.53 0.97 0.47 0.241
H 1.45 -1.01 -0.78 0.203
H 0.21 3.03 0.51 0.219
H 1.05 1.16 1.39 0.230
H -4.10 -3.42 0.70 0.505
H 1.81 3.29 -0.17 0.208
H -0.62 -1.40 -0.88 0.324
H 0.84 1.13 -1.79 0.213
H 0.53 3.32 -1.39 0.233
H 2.07 -1.27 0.88 0.264